Here is an isolated molecule of C6H14BNS2 from OMol25. Energies are from ωB97M-V/def2-TZVPD.

Element x y z (Å)
B 0.31640 0.49758 0.23386
C 3.28645 -0.53528 -0.56118
C 3.28696 0.94067 -0.14383
C 2.44489 -1.39719 0.46482
C -2.68979 -0.12032 -1.21888
C -3.27348 0.33019 1.22747
C -2.18660 -0.09314 0.23781
N -1.06569 0.86450 0.18508
S 1.70451 1.67458 0.29661
S 0.68411 -1.35004 -0.17445
H 2.84411 -0.82438 -1.62180
H 4.41365 -0.76421 -0.66737
H 3.92801 1.30385 0.59140
H 3.60120 1.46796 -1.09036
H 2.72251 -2.50099 0.31165
H 2.49683 -1.15224 1.56719
H -3.06715 0.89154 -1.41039
H -1.79856 -0.21398 -1.84879
H -3.44238 -0.85318 -1.53908
H -3.85722 1.25244 0.96930
H -3.04605 0.24205 2.26765
H -4.08537 -0.50990 0.94140
H -1.77642 -0.99372 0.83601
H -1.44090 1.84323 0.14588

As for the spin multiplicity: 3. For the LUMO energy (alpha / beta), the calculation gives 0.67 / -2.79 eV. The value obtained for the HOMO energy (alpha / beta) is -3.6 / -8.6 eV. For the gap between HOMO and LUMO (alpha / beta), the calculation gives 4.32 / 5.77 eV.